No. 1
{"formula": "C21H43N2P3SYb", "method": "the ωB97M-V functional and the def2-TZVPD basis", "multiplicity": 2, "homo_energy_ev": [-16.19, -16.23], "charge": 3, "mol_weight_g_mol": 621.618, "e_above_lowest_kcal_mol": 156.7, "gap_ev": [4.7, 4.3], "species": ["Yb", "P", "P", "P", "H", "C", "C", "H", "C", "C", "C", "C", "C", "C", "C", "C", "C", "H", "H", "H", "H", "H", "H", "H", "H", "H", "H", "H", "H", "H", "H", "H", "H", "H", "H", "H", "H", "H", "H", "H", "H", "H", "H", "H", "H", "H", "C", "C", "C", "C", "C", "C", "S", "H", "H", "H", "H", "H", "H", "C", "C", "N", "C", "C", "N", "H", "H", "H", "H", "H", "H"], "xyz": [[-1.201, 0.523, -1.450], [0.963, -0.309, 1.801], [0.669, 2.522, -0.110], [0.160, -2.417, -0.648], [1.619, 1.695, -7.696], [0.988, 0.793, -7.762], [-0.344, 0.910, -7.718], [-0.767, 1.906, -7.525], [2.806, -0.308, 1.773], [0.772, 0.940, 3.134], [0.759, -1.768, 2.896], [-0.020, 3.208, -1.679], [0.106, 3.816, 1.089], [2.413, 3.075, -0.272], [-0.199, -3.345, -2.211], [-0.666, -3.748, 0.374], [1.823, -3.178, -0.396], [1.518, -0.087, -8.163], [-1.000, 0.174, -8.187], [3.220, -0.460, 2.777], [3.207, 0.631, 1.382], [3.199, -1.097, 1.128], [1.278, 0.567, 4.049], [-0.301, 1.069, 3.346], [1.187, 1.923, 2.854], [1.354, -1.604, 3.818], [1.076, -2.712, 2.421], [-0.302, -1.866, 3.176], [0.193, 4.291, -1.674], [-1.126, 3.078, -1.708], [0.459, 2.747, -2.567], [0.893, 4.555, 1.300], [-0.191, 3.328, 2.024], [-0.768, 4.339, 0.687], [2.503, 4.129, -0.553], [2.939, 2.498, -1.035], [2.979, 2.935, 0.654], [0.133, -4.396, -2.145], [0.327, -2.834, -3.026], [-1.278, -3.272, -2.408], [-0.260, -4.730, 0.074], [-1.744, -3.743, 0.172], [-0.522, -3.618, 1.454], [1.806, -4.200, -0.787], [2.136, -3.222, 0.649], [2.582, -2.624, -0.946], [0.071, 0.285, -4.606], [1.329, -0.109, -4.031], [2.431, 0.538, -4.614], [2.267, 1.651, -5.435], [1.014, 2.329, -5.459], [-0.143, 1.603, -5.090], [-1.133, -0.817, -4.172], [0.322, -0.810, -2.550], [1.501, -1.146, -3.653], [3.420, 0.131, -4.457], [3.090, 1.982, -6.106], [0.986, 3.375, -5.846], [-1.180, 1.850, -5.374], [-2.636, -0.918, 2.691], [-3.118, -0.038, 1.592], [-2.558, 0.286, 0.408], [-3.428, 1.178, -0.244], [-4.518, 1.358, 0.582], [-4.298, 0.588, 1.704], [-1.887, -0.376, 3.309], [-2.232, -1.874, 2.300], [-3.543, -1.110, 3.302], [-3.242, 1.610, -1.249], [-5.375, 1.969, 0.454], [-4.904, 0.476, 2.527]], "mulliken_charge": [0.356, 1.149, 1.396, 0.966, 0.247, -0.423, -0.584, 0.258, -1.261, -1.421, -1.468, -1.437, -1.494, -1.595, -1.224, -1.406, -1.453, 0.321, 0.365, 0.408, 0.240, 0.314, 0.508, 0.359, 0.463, 0.513, 0.386, 0.271, 0.577, 0.542, 0.158, 0.442, 0.338, 0.473, 0.481, 0.396, 0.419, 0.489, 0.441, 0.379, 0.484, 0.435, 0.371, 0.531, 0.402, 0.360, 0.769, 0.490, -0.826, -0.306, -0.873, -0.544, 0.068, -0.859, 0.174, 0.564, 0.556, 0.206, 0.513, -0.694, 0.226, 0.110, 0.030, -0.782, 0.010, 0.111, 0.021, 0.502, 0.348, 0.445, 0.269]}

---

No. 2
{"formula": "C21H44BBrClI2NO9PSi", "method": "the ωB97M-V functional and the def2-TZVPD basis", "multiplicity": 1, "homo_energy_ev": -5.43, "charge": -1, "mol_weight_g_mol": 893.618, "gap_ev": 7.7, "species": ["C", "C", "I", "C", "C", "C", "C", "C", "I", "O", "P", "Br", "C", "C", "O", "Si", "C", "C", "C", "B", "O", "O", "O", "C", "Cl", "C", "C", "O", "N", "C", "C", "H", "H", "H", "H", "H", "H", "H", "H", "H", "H", "H", "H", "H", "H", "H", "H", "H", "H", "H", "H", "H", "H", "H", "H", "H", "H", "H", "H", "H", "H", "H", "H", "H", "H", "H", "H", "C", "C", "O", "C", "O", "O", "C", "H", "H", "H", "H", "H", "H", "H", "H"], "xyz": [[0.466, 3.937, -4.918], [0.004, 2.604, -4.340], [-0.209, 1.292, -6.043], [0.967, 2.012, -3.289], [0.514, 2.025, -1.809], [0.358, 3.497, -1.304], [1.583, 4.073, -0.579], [2.916, 4.140, -1.306], [3.125, 5.849, -2.585], [1.535, 1.405, -1.084], [1.136, 0.175, 0.076], [0.481, 1.848, 1.819], [2.908, 0.285, 0.705], [3.290, -0.648, 1.847], [2.268, -0.823, 2.818], [2.414, -0.185, 4.330], [3.031, 1.576, 4.319], [3.575, -1.220, 5.382], [0.699, -0.252, 5.054], [1.592, -1.310, -1.164], [2.076, -1.146, -2.434], [1.465, -2.643, -0.753], [-0.540, 0.366, -0.476], [-0.784, 1.152, -1.530], [-1.096, -0.073, -2.968], [-2.089, 1.986, -1.462], [-2.750, 2.231, -0.117], [-2.909, 3.376, 0.265], [-3.178, 1.163, 0.607], [-4.055, 1.530, 1.713], [-3.581, -0.042, -0.113], [-0.170, 4.242, -5.751], [1.480, 3.847, -5.309], [0.441, 4.712, -4.154], [-0.999, 2.725, -3.931], [1.883, 2.604, -3.334], [1.249, 0.993, -3.545], [0.094, 4.157, -2.136], [-0.457, 3.575, -0.587], [1.310, 5.089, -0.276], [1.755, 3.516, 0.338], [3.734, 4.257, -0.599], [3.123, 3.259, -1.903], [0.650, -0.760, 1.016], [3.156, 1.323, 0.934], [3.536, 0.002, -0.148], [3.560, -1.638, 1.457], [4.206, -0.261, 2.314], [3.394, 1.823, 5.322], [3.828, 1.766, 3.598], [2.190, 2.232, 4.082], [3.352, -2.284, 5.270], [4.624, -1.051, 5.129], [3.428, -0.947, 6.431], [0.200, -1.155, 4.692], [0.699, -0.251, 6.146], [0.128, 0.596, 4.670], [2.199, -2.013, -2.842], [1.677, -2.725, 0.184], [-1.898, 2.989, -1.828], [-2.824, 1.547, -2.140], [-5.026, 1.894, 1.359], [-3.578, 2.303, 2.310], [-4.205, 0.652, 2.342], [-2.787, -0.777, -0.093], [-3.852, 0.161, -1.150], [-4.455, -0.469, 0.379], [-1.527, -3.594, -0.235], [-2.414, -3.993, -1.388], [-2.398, -5.421, -1.622], [-3.142, -6.145, -0.804], [-3.857, -5.743, 0.078], [-2.960, -7.439, -1.107], [-3.666, -8.343, -0.258], [-0.513, -3.955, -0.391], [-1.481, -2.512, -0.163], [-1.903, -3.991, 0.709], [-2.048, -3.565, -2.319], [-3.445, -3.673, -1.243], [-4.725, -8.097, -0.225], [-3.258, -8.317, 0.752], [-3.520, -9.327, -0.694]], "mulliken_charge": [-1.190, -0.275, 0.048, -1.617, 0.652, -0.558, -0.725, -1.078, -0.099, -0.407, 0.601, -0.658, -0.860, -0.772, -0.432, 0.492, -0.964, -1.116, -1.020, 1.114, -0.685, -0.764, -0.537, 1.846, -0.335, -2.027, 0.077, -0.704, 0.447, -1.167, -1.262, 0.490, 0.378, 0.194, 0.249, 0.153, 0.844, 0.381, 0.132, 0.744, -0.261, 0.694, 0.257, 0.161, 0.419, 0.448, 0.315, 0.441, 0.450, 0.285, 0.225, 0.297, 0.281, 0.322, 0.289, 0.359, 0.243, 0.256, 0.271, 0.509, 0.984, 0.362, 0.309, 0.414, 0.244, 0.333, 0.502, -0.395, -0.206, -0.373, 0.770, -0.565, -0.359, -0.639, 0.318, -0.275, 0.341, 0.238, 0.346, 0.294, 0.288, 0.220]}

---

No. 3
{"formula": "C21H44ClFN2O2Si4", "method": "the ωB97M-V functional and the def2-TZVPD basis", "multiplicity": 1, "homo_energy_ev": -9.79, "charge": 0, "mol_weight_g_mol": 523.390, "smiles": "C#CC[C@@](Cl)(C#N)[C@H](C#N)[C@H](C)F.C[Si](C)(C)O[Si](C)(C)C.C[Si](C)(C)O[Si](C)(C)C", "gap_ev": 10.0, "species": ["C", "C", "C", "C", "Cl", "C", "N", "C", "C", "N", "C", "C", "F", "H", "H", "H", "H", "H", "H", "H", "H", "O", "Si", "C", "C", "C", "Si", "C", "C", "C", "H", "H", "H", "H", "H", "H", "H", "H", "H", "H", "H", "H", "H", "H", "H", "H", "H", "H", "O", "Si", "C", "C", "C", "Si", "C", "C", "C", "H", "H", "H", "H", "H", "H", "H", "H", "H", "H", "H", "H", "H", "H", "H", "H", "H", "H"], "xyz": [[-5.689, 3.749, 2.286], [-5.059, 4.515, 1.613], [-4.272, 5.438, 0.801], [-3.326, 6.393, 1.617], [-3.714, 8.074, 1.130], [-3.562, 6.256, 3.065], [-3.690, 6.107, 4.195], [-1.833, 6.087, 1.344], [-1.634, 4.625, 1.315], [-1.583, 3.483, 1.413], [-0.818, 6.657, 2.353], [-0.820, 8.157, 2.520], [0.430, 6.274, 1.846], [-6.403, 3.324, 2.951], [-3.704, 4.891, 0.049], [-4.988, 6.060, 0.263], [-1.565, 6.466, 0.354], [-0.916, 6.147, 3.312], [-1.646, 8.440, 3.176], [-0.925, 8.692, 1.580], [0.095, 8.441, 3.039], [2.747, -0.278, 2.282], [2.949, -1.904, 2.444], [1.748, -2.807, 1.328], [2.645, -2.423, 4.217], [4.687, -2.393, 1.972], [1.557, 0.853, 2.474], [2.189, 2.558, 2.057], [0.966, 0.859, 4.251], [0.119, 0.449, 1.350], [0.718, -2.657, 1.659], [1.952, -3.880, 1.328], [1.830, -2.442, 0.302], [3.261, -1.840, 4.905], [2.890, -3.479, 4.351], [1.599, -2.282, 4.496], [5.426, -1.905, 2.611], [4.909, -2.133, 0.935], [4.805, -3.473, 2.084], [3.020, 2.849, 2.704], [1.382, 3.282, 2.193], [2.525, 2.619, 1.020], [0.461, -0.075, 4.504], [0.261, 1.677, 4.410], [1.803, 0.990, 4.941], [-0.364, -0.485, 1.648], [0.456, 0.341, 0.315], [-0.626, 1.242, 1.387], [-0.240, -3.658, -4.601], [-0.431, -5.242, -5.015], [-1.628, -6.075, -3.842], [1.217, -6.129, -4.940], [-1.105, -5.377, -6.749], [0.278, -2.761, -3.315], [0.163, -0.940, -3.697], [2.063, -3.173, -2.925], [-0.777, -3.123, -1.812], [-1.214, -6.140, -2.834], [-1.852, -7.089, -4.181], [-2.566, -5.518, -3.786], [1.968, -5.608, -5.538], [1.118, -7.146, -5.326], [1.585, -6.192, -3.914], [-0.429, -4.922, -7.476], [-2.079, -4.892, -6.839], [-1.224, -6.430, -7.013], [0.783, -0.669, -4.554], [0.511, -0.368, -2.834], [-0.864, -0.638, -3.910], [2.163, -4.197, -2.559], [2.447, -2.502, -2.154], [2.690, -3.067, -3.812], [-0.633, -4.148, -1.467], [-1.836, -2.986, -2.041], [-0.513, -2.451, -0.993]], "mulliken_charge": [0.176, -0.557, -1.026, 1.378, -0.121, -0.427, -0.439, -0.255, -0.155, -0.319, 0.340, -1.505, -0.338, 0.440, 0.345, 0.454, 0.489, 0.361, 0.359, 0.357, 0.398, -0.442, 0.364, -0.854, -1.029, -1.052, 0.365, -0.765, -1.048, -0.767, 0.331, 0.501, 0.014, 0.276, 0.375, 0.297, 0.283, 0.291, 0.304, 0.315, 0.054, 0.288, 0.303, 0.406, 0.290, 0.313, 0.053, 0.536, -0.484, 0.474, -1.009, -1.007, -1.044, 0.453, -1.010, -0.968, -0.698, 0.296, 0.385, 0.280, 0.280, 0.384, 0.292, 0.286, 0.287, 0.297, 0.308, 0.251, 0.300, 0.285, 0.366, 0.317, 0.262, 0.305, 0.155]}

---

no.,E (eV)
1,-95654.0430
2,-159025.7263
3,-76323.0044